{"formula": "C33H41N7PtS2Te", "method": "ωB97M-V/def2-TZVPD", "total_charge": 0, "homo_lumo_gap_ev": 7.130, "elements": ["Pt", "C", "C", "C", "C", "C", "N", "C", "C", "C", "C", "C", "C", "C", "N", "C", "C", "C", "N", "C", "C", "N", "C", "C", "C", "N", "H", "H", "H", "H", "H", "H", "H", "H", "H", "H", "H", "H", "H", "H", "H", "H", "H", "H", "C", "C", "C", "C", "N", "C", "S", "N", "C", "C", "C", "C", "H", "H", "H", "H", "H", "H", "H", "H", "H", "H", "H", "H", "H", "H", "H", "H", "H", "H", "H", "H", "Te", "C", "C", "C", "C", "S", "H", "H", "H"], "xyz": [[1.368485, -1.397301, -0.905491], [-0.263370, -6.971088, 2.809437], [0.148606, -5.575728, 2.426469], [1.238673, -4.946978, 3.029275], [1.671034, -3.702175, 2.620300], [1.016559, -2.994696, 1.601931], [1.494254, -1.804633, 1.097211], [1.942137, -0.807227, 1.935807], [1.338607, -0.538834, 3.174055], [1.720528, 0.532550, 3.955846], [2.710000, 1.420796, 3.536707], [3.072911, 2.639533, 4.340414], [3.323492, 1.160789, 2.323266], [2.979230, 0.055424, 1.557222], [3.755129, -0.201448, 0.385434], [5.077145, 0.027137, 0.246885], [5.448732, -0.355854, -1.018985], [4.274996, -0.830304, -1.608321], [3.264528, -0.731153, -0.753490], [-0.122706, -3.601360, 1.058466], [-0.518812, -4.880312, 1.431972], [-0.964605, -2.879668, 0.158503], [-2.308048, -2.982579, 0.103684], [-2.747932, -2.285089, -0.994896], [-1.587803, -1.764900, -1.571731], [-0.519935, -2.130862, -0.877259], [0.049502, -7.205431, 3.826704], [0.189383, -7.711773, 2.146602], [-1.345019, -7.096510, 2.751701], [1.779139, -5.461019, 3.815824], [2.544357, -3.251742, 3.075043], [0.537296, -1.189082, 3.502205], [1.215998, 0.703936, 4.900068], [2.701867, 2.557672, 5.361864], [2.641980, 3.542084, 3.901568], [4.153806, 2.779709, 4.385590], [4.078864, 1.842964, 1.950707], [5.652204, 0.417790, 1.066897], [6.430271, -0.310717, -1.454172], [4.099625, -1.231926, -2.590623], [-1.367978, -5.334514, 0.934605], [-2.841966, -3.534282, 0.856695], [-3.762576, -2.155460, -1.324854], [-1.453873, -1.150096, -2.443897], [-0.341207, 3.678230, 2.886494], [-1.678122, 4.319203, 2.518120], [-1.993669, 4.376700, 1.018497], [-2.631907, 3.119269, 0.427113], [-1.712548, 1.986884, 0.262659], [-0.752056, 2.032300, -0.730249], [0.872074, 1.918210, -0.368384], [-1.180106, 2.159946, -1.996678], [-2.490095, 1.816407, -2.532516], [-2.961676, 2.787047, -3.608733], [-3.350726, 4.189578, -3.141766], [-2.179730, 5.093348, -2.766647], [-0.140251, 3.802959, 3.952128], [0.475814, 4.139128, 2.328607], [-0.293601, 2.610264, 2.674208], [-1.680872, 5.341221, 2.904540], [-2.494559, 3.803704, 3.036145], [-1.082337, 4.610173, 0.457727], [-2.690662, 5.199949, 0.835901], [-3.056682, 3.362146, -0.545569], [-3.456926, 2.785409, 1.062046], [-1.257082, 1.745131, 1.130653], [-0.422010, 2.128004, -2.664907], [-3.205282, 1.750474, -1.714536], [-2.427331, 0.817492, -2.976343], [-3.825109, 2.323567, -4.093592], [-2.185827, 2.858969, -4.379151], [-4.049268, 4.109998, -2.301474], [-3.914765, 4.666685, -3.947327], [-1.617583, 4.709508, -1.916465], [-2.529457, 6.095758, -2.515905], [-1.483024, 5.183990, -3.602632], [1.217526, -0.653947, -3.409499], [0.479642, -2.432154, -4.261728], [-0.316794, -2.568933, -5.363414], [-0.607780, -3.925887, -5.682839], [-0.027884, -4.799799, -4.817085], [0.880060, -3.974395, -3.618861], [-0.686834, -1.724804, -5.929081], [-1.224711, -4.231446, -6.516009], [-0.091389, -5.875964, -4.818646]], "forces_ev_per_a": [[-0.1, -0.1, 0.0], [0.0, 0.0, 0.0], [0.0, 0.0, 0.0], [0.0, 0.0, 0.0], [0.0, 0.0, 0.0], [0.0, 0.0, -0.1], [0.0, 0.0, 0.0], [0.0, 0.0, 0.0], [0.0, 0.0, 0.0], [0.0, 0.0, 0.0], [0.0, 0.0, 0.0], [0.0, 0.0, 0.0], [0.0, 0.0, 0.0], [0.0, 0.0, 0.0], [0.0, -0.1, 0.0], [0.0, 0.0, 0.0], [0.0, 0.0, 0.0], [0.0, 0.0, 0.0], [-0.1, 0.0, -0.1], [0.0, 0.1, 0.0], [0.0, 0.0, 0.0], [0.0, -0.2, -0.1], [0.0, 0.0, 0.0], [0.0, 0.0, 0.0], [-0.1, 0.0, 0.0], [0.1, 0.1, 0.1], [0.0, 0.0, 0.0], [0.0, 0.0, 0.0], [0.0, 0.0, 0.0], [0.0, 0.0, 0.0], [0.0, 0.0, 0.0], [0.0, 0.0, 0.0], [0.0, 0.0, 0.0], [0.0, 0.0, 0.0], [0.0, 0.0, 0.0], [0.0, 0.0, 0.0], [0.0, 0.0, 0.0], [0.0, 0.0, 0.0], [0.0, 0.0, 0.0], [0.0, 0.0, 0.0], [0.0, 0.0, 0.0], [0.0, 0.0, 0.0], [0.0, 0.0, 0.0], [0.0, 0.0, 0.0], [0.0, 0.0, 0.0], [0.0, 0.0, 0.0], [0.0, 0.0, 0.0], [0.0, 0.0, 0.0], [0.0, 0.0, 0.0], [0.0, -0.1, 0.0], [0.0, 0.1, 0.0], [0.0, 0.1, -0.1], [0.0, -0.1, 0.0], [0.0, 0.0, 0.0], [0.0, 0.0, 0.0], [0.0, 0.0, 0.0], [0.0, 0.0, 0.0], [0.0, 0.0, 0.0], [0.0, 0.0, 0.0], [0.0, 0.0, 0.0], [0.0, 0.0, 0.0], [0.0, 0.0, 0.0], [0.0, 0.0, 0.0], [0.0, 0.0, 0.1], [0.0, 0.0, 0.0], [0.0, 0.0, 0.0], [0.0, 0.0, 0.0], [0.0, 0.0, 0.0], [0.0, 0.0, 0.0], [0.0, 0.0, 0.0], [0.0, 0.0, 0.0], [0.0, 0.0, 0.0], [0.0, 0.0, 0.0], [0.0, 0.0, 0.0], [0.0, 0.0, 0.0], [0.0, 0.0, 0.0], [0.0, 0.0, 0.0], [0.0, 0.0, 0.0], [0.0, 0.0, 0.0], [0.0, 0.0, 0.0], [0.0, 0.0, 0.0], [0.0, 0.0, 0.0], [0.0, 0.0, 0.0], [0.0, 0.0, 0.0], [0.0, 0.0, 0.0]]}



{"formula": "C33H41NO10P4S3W", "method": "ωB97M-V/def2-TZVPD", "total_charge": 0, "homo_lumo_gap_ev": [6.806, 6.808], "elements": ["W", "S", "P", "C", "P", "S", "C", "C", "C", "C", "C", "C", "C", "C", "C", "C", "C", "C", "C", "C", "C", "C", "C", "C", "C", "C", "C", "C", "C", "C", "H", "H", "H", "H", "H", "H", "H", "H", "H", "H", "H", "H", "H", "H", "H", "H", "H", "H", "H", "H", "N", "C", "C", "P", "O", "O", "O", "P", "O", "O", "O", "H", "H", "H", "H", "H", "H", "H", "H", "C", "C", "C", "O", "C", "O", "O", "H", "H", "H", "H", "H", "H", "H", "C", "S", "C", "O", "H", "H", "H", "H", "H", "H"], "xyz": [[0.351300, -1.858348, -1.227029], [0.950017, -2.790566, 1.101402], [1.597247, -0.897218, 1.398432], [1.176290, -0.280406, -0.130450], [2.271897, 0.901185, -0.947944], [2.099334, -2.567408, -2.135792], [3.087932, 1.842740, 0.421446], [2.417028, 2.504816, 1.447933], [3.113607, 3.213159, 2.415951], [4.500090, 3.291673, 2.357928], [5.179561, 2.653239, 1.330755], [4.477667, 1.930317, 0.376472], [1.284483, 2.347052, -1.528312], [1.833396, 3.080906, -2.577131], [1.209120, 4.231868, -3.048705], [0.016903, 4.654516, -2.477153], [-0.542994, 3.920154, -1.436482], [0.084872, 2.776986, -0.968729], [3.363527, -0.899426, 1.804916], [3.937821, -0.229687, 2.878701], [5.313078, -0.264711, 3.057189], [6.118980, -0.950478, 2.163003], [5.550008, -1.609140, 1.079183], [4.176243, -1.591160, 0.903079], [0.730420, -0.270793, 2.859827], [-0.317971, 0.629133, 2.723547], [-1.042671, 1.027110, 3.837656], [-0.734166, 0.513755, 5.089114], [0.296776, -0.406743, 5.224909], [1.025896, -0.801120, 4.114538], [1.334742, 2.479232, 1.493623], [2.570445, 3.713282, 3.208723], [5.044895, 3.851677, 3.107589], [6.259703, 2.707713, 1.274722], [5.014819, 1.415455, -0.412006], [2.754928, 2.739440, -3.035757], [1.650425, 4.787615, -3.866400], [-0.478968, 5.544148, -2.843075], [-1.481788, 4.250069, -1.009625], [-0.362601, 2.178569, -0.183876], [3.327023, 0.340935, 3.564910], [5.754937, 0.261800, 3.893644], [7.192030, -0.969609, 2.304660], [6.173662, -2.141639, 0.373151], [3.730631, -2.108963, 0.062340], [-0.562740, 1.001161, 1.734729], [-1.853364, 1.738393, 3.741134], [-1.300787, 0.824389, 5.957286], [0.531313, -0.821769, 6.196578], [1.818463, -1.531313, 4.226090], [-3.112477, 0.469080, -3.799855], [-2.041907, -0.527686, -4.132372], [-2.135464, -0.923406, -5.599023], [-2.125525, -1.927527, -2.974937], [-3.179120, -2.914782, -3.623802], [-0.711388, -2.483312, -3.050120], [-2.484578, -1.428666, -1.611338], [-0.349046, 0.190783, -3.784663], [-0.840297, 1.720212, -3.762906], [0.622456, -0.114137, -4.835681], [-0.002506, -0.157611, -2.316755], [-4.022494, 0.116582, -4.094313], [-2.916185, 1.343835, -4.287759], [-3.188021, 0.730093, -2.757038], [-3.109415, -1.367978, -5.814059], [-1.361689, -1.652818, -5.827577], [-1.967950, -0.059751, -6.245704], [-3.168096, -3.752722, -3.112489], [-0.119312, 2.364830, -3.667553], [-4.146165, -3.698633, 0.502299], [-2.639431, -3.734650, 0.694868], [-2.237248, -4.909381, 1.590052], [-2.250951, -2.503654, 1.288890], [-1.948643, -3.948363, -0.661723], [-2.505208, -4.581133, -1.545643], [-0.717271, -3.525520, -0.759718], [-4.620438, -3.435559, 1.448368], [-4.504157, -4.672812, 0.175611], [-4.418699, -2.970404, -0.260644], [-2.740466, -4.807377, 2.552477], [-1.158734, -4.910966, 1.756304], [-2.521472, -5.857856, 1.133758], [-1.307636, -2.567376, 1.516354], [-3.242960, 2.445032, 0.939567], [-2.949200, 1.026381, -0.115104], [-4.107147, -0.065980, 0.678036], [-3.596165, 1.437115, -1.425275], [-2.606937, 3.260171, 0.603414], [-2.986509, 2.174351, 1.962757], [-4.291859, 2.728576, 0.865804], [-3.716972, -0.336139, 1.659138], [-4.138336, -0.958739, 0.063569], [-5.077795, 0.425923, 0.738085]], "forces_ev_per_a": [[0.2, -0.4, -0.1], [0.1, 0.1, 0.0], [0.1, -0.1, 0.1], [-0.2, 0.0, 0.0], [0.0, 0.1, -0.1], [0.0, 0.0, 0.0], [0.1, 0.0, 0.0], [-0.1, 0.0, 0.0], [0.0, 0.0, 0.0], [0.0, 0.0, 0.0], [0.0, 0.0, 0.0], [0.0, 0.0, 0.0], [0.0, 0.0, 0.1], [0.1, 0.0, 0.0], [0.0, 0.0, 0.0], [0.0, 0.0, 0.1], [0.0, 0.1, 0.0], [0.0, 0.0, 0.0], [0.0, -0.1, -0.1], [0.0, 0.0, 0.0], [0.0, 0.0, 0.1], [0.0, 0.0, -0.1], [0.0, 0.0, 0.0], [0.1, 0.0, 0.1], [0.0, 0.0, 0.0], [0.0, 0.1, 0.0], [0.0, 0.0, 0.1], [0.0, 0.0, 0.0], [0.0, 0.0, 0.0], [-0.1, 0.0, 0.0], [0.0, 0.0, 0.0], [0.0, 0.0, 0.0], [0.0, 0.0, 0.0], [0.0, 0.0, 0.0], [0.0, 0.0, 0.0], [0.0, 0.0, 0.0], [0.0, 0.0, 0.0], [0.0, 0.0, 0.0], [0.0, 0.0, 0.0], [0.0, 0.0, 0.0], [0.0, 0.0, 0.0], [0.0, 0.0, 0.0], [0.0, 0.0, 0.0], [0.0, 0.0, 0.0], [0.0, 0.0, 0.0], [0.0, 0.0, 0.0], [0.0, 0.0, 0.0], [0.0, 0.0, 0.0], [0.0, 0.0, 0.0], [0.0, 0.0, 0.0], [0.0, 0.0, -0.1], [0.0, 0.0, 0.0], [0.0, 0.0, 0.0], [0.0, 0.0, 0.1], [0.0, 0.1, -0.1], [0.0, 0.0, 0.1], [-0.1, 0.0, 0.0], [-0.1, 0.1, -0.1], [0.0, 0.0, -0.1], [0.0, 0.0, 0.0], [0.0, 0.1, 0.0], [0.0, 0.0, 0.0], [0.0, 0.0, 0.0], [0.0, 0.0, 0.0], [0.0, 0.0, 0.0], [0.0, 0.0, 0.0], [0.0, 0.0, 0.0], [0.0, 0.0, 0.0], [0.0, 0.0, 0.0], [0.0, 0.0, 0.0], [0.0, 0.0, 0.0], [0.0, 0.0, 0.0], [0.0, -0.1, 0.0], [0.0, -0.1, -0.2], [0.0, 0.0, 0.1], [0.1, 0.2, 0.2], [0.0, 0.0, 0.0], [0.0, 0.0, 0.0], [0.0, 0.0, 0.0], [0.0, 0.0, 0.0], [0.0, 0.0, 0.0], [0.0, 0.0, 0.0], [0.0, 0.0, 0.0], [0.0, 0.0, 0.0], [0.0, 0.0, -0.1], [0.0, 0.0, 0.0], [0.0, 0.0, 0.0], [0.0, 0.0, 0.0], [0.0, 0.0, 0.0], [0.0, 0.0, 0.0], [0.0, 0.0, 0.0], [0.0, 0.0, 0.0], [0.0, 0.0, 0.0]]}



| no. | E (hartree) |
| --- | --- |
| 1 | -2849.13240 |
| 2 | -4716.65926 |